# C21H11Cl4O4

2 unconnected molecules or ions with the total composition C21H11Cl4O4 at a distorted geometry (ωB97M-V/def2-TZVPD, OMol25).

Cartesian coordinates (Å):
Cl  -4.71  -5.33  2.82
C  -4.54  -3.63  2.88
C  -3.28  -3.06  3.05
Cl  -1.89  -4.01  3.22
C  -3.07  -1.61  3.14
O  -2.00  -1.11  3.46
C  -4.31  -0.73  2.86
O  -4.20  0.49  2.82
C  -5.59  -1.42  2.69
Cl  -6.93  -0.42  2.42
C  -5.71  -2.80  2.74
Cl  -7.24  -3.54  2.62
C  3.09  3.14  3.11
C  3.52  3.12  1.78
C  2.85  2.31  0.85
C  1.74  1.53  1.23
C  0.96  0.61  0.30
C  1.38  0.59  -1.06
C  0.75  -0.21  -2.05
C  1.33  -0.12  -3.46
C  2.43  0.67  -3.82
C  2.90  0.68  -5.14
C  2.27  -0.10  -6.12
C  1.16  -0.89  -5.76
C  0.70  -0.89  -4.44
O  -0.23  -0.95  -1.83
O  0.03  -0.07  0.74
C  1.32  1.57  2.57
C  1.98  2.37  3.51
H  3.60  3.77  3.84
H  4.37  3.71  1.45
H  3.20  2.30  -0.18
H  2.21  1.21  -1.35
H  2.94  1.29  -3.08
H  3.76  1.31  -5.40
H  2.63  -0.10  -7.14
H  0.65  -1.51  -6.49
H  -0.15  -1.51  -4.16
H  0.46  0.96  2.87
H  1.62  2.37  4.53

Summary:
Energy above the lowest of the compared OMol25 structures with the same formula, charge and spin in eV: 0.015
E_LUMO in eV: -0.44
Net charge: -1
Max |F| in eV Å⁻¹: 2.45

# C37H24BrCaF7N9S2

A molecular structure, C37H24BrCaF7N9S2 at a distorted geometry (ωB97M-V/def2-TZVPD, OMol25).

Cartesian coordinates (Å):
Ca  0.29  0.96  0.01
C  -1.79  2.18  -3.74
C  -1.79  2.69  -2.33
C  -2.60  2.09  -1.36
C  -2.78  2.67  -0.11
C  -3.74  2.09  0.89
C  -2.11  3.86  0.17
C  -1.25  4.45  -0.75
C  -0.54  5.74  -0.46
C  -1.09  3.84  -1.99
H  -2.75  2.43  -4.20
H  -1.68  1.10  -3.79
H  -1.01  2.64  -4.34
H  -3.20  1.23  -1.63
H  -4.67  2.66  0.89
H  -3.32  2.14  1.90
H  -3.98  1.06  0.66
H  -2.31  4.36  1.12
H  -1.16  6.58  -0.79
H  0.40  5.78  -1.01
H  -0.33  5.86  0.60
H  -0.46  4.32  -2.73
F  -0.90  -4.89  -4.07
C  0.07  -4.04  -4.44
F  -0.23  -3.63  -5.69
F  1.22  -4.70  -4.50
C  0.13  -2.85  -3.51
C  1.31  -2.48  -2.88
C  1.28  -1.39  -2.03
N  0.17  -0.68  -1.78
C  -0.95  -1.07  -2.38
C  -1.03  -2.13  -3.25
H  2.22  -3.03  -3.04
H  2.18  -1.07  -1.51
H  -1.84  -0.50  -2.12
H  -1.96  -2.41  -3.72
S  3.26  -2.22  2.33
C  2.37  -1.11  1.59
N  1.71  -0.31  1.04
Br  6.11  1.44  -1.05
C  4.39  1.64  -1.80
C  4.23  1.84  -3.17
C  2.94  1.94  -3.66
C  1.88  1.83  -2.78
N  2.03  1.66  -1.47
C  3.27  1.57  -0.99
H  5.09  1.91  -3.82
H  2.77  2.11  -4.71
H  0.85  1.88  -3.14
H  3.38  1.45  0.08
F  -0.89  -2.46  0.43
C  -0.45  -3.37  1.29
C  -0.16  -4.60  0.83
F  -0.31  -4.83  -0.46
C  0.29  -5.66  1.70
C  0.36  -5.31  3.09
C  0.05  -4.08  3.55
F  0.13  -3.82  4.84
C  -0.35  -3.01  2.68
C  -0.66  -1.74  3.13
C  -0.93  -0.62  2.29
N  -1.23  0.31  1.68
C  -0.69  -1.39  4.51
N  -0.74  -1.02  5.59
F  0.78  -6.23  3.94
C  0.63  -6.90  1.23
C  1.10  -7.97  2.04
N  1.49  -8.88  2.62
C  0.52  -7.26  -0.15
N  0.44  -7.59  -1.25
S  1.06  3.23  1.41
C  0.34  3.03  2.91
N  -0.46  4.05  3.38
C  -1.05  4.01  4.59
C  -0.82  2.96  5.41
C  0.06  1.96  4.92
N  0.57  1.97  3.71
H  -0.58  4.84  2.76
H  -1.69  4.85  4.86
H  -1.27  2.88  6.38
H  0.34  1.13  5.56

Summary:
Energy above the lowest of the compared OMol25 structures with the same formula, charge and spin in eV: 1.342
E_LUMO (alpha / beta) in eV: -5.68 / -5.68
Net charge: +1
Max |F| in eV Å⁻¹: 1.43

# C12H25FGaO3

A molecular structure, C12H25FGaO3 (ωB97M-V/def2-TZVPD, OMol25).

Cartesian coordinates (Å):
C  1.89  1.32  4.95
O  1.09  1.54  3.83
C  0.78  0.35  3.07
Ga  -0.60  0.73  1.59
C  -1.17  -1.11  0.89
C  -2.53  -1.18  0.18
C  -3.72  -0.86  1.09
F  -3.50  -1.23  2.42
C  0.28  1.88  0.14
C  -0.40  1.72  -1.23
C  0.52  1.91  -2.44
C  1.79  1.03  -2.46
C  1.64  -0.35  -1.81
O  2.20  -1.40  -2.67
C  1.27  -1.95  -3.49
C  0.27  -2.86  -2.82
O  1.31  -1.78  -4.69
H  2.41  0.36  4.90
H  1.29  1.35  5.88
H  2.65  2.11  5.02
H  0.40  -0.42  3.76
H  1.73  -0.04  2.66
H  -1.86  1.47  2.26
H  -0.41  -1.55  0.23
H  -1.22  -1.78  1.76
H  -2.70  -2.18  -0.26
H  -2.57  -0.47  -0.66
H  -3.97  0.20  1.06
H  -4.61  -1.42  0.75
H  0.16  2.92  0.47
H  1.34  1.65  0.09
H  -0.87  0.73  -1.32
H  -1.23  2.43  -1.32
H  -0.04  1.77  -3.38
H  0.85  2.96  -2.45
H  2.62  1.56  -2.00
H  2.08  0.85  -3.50
H  2.20  -0.42  -0.88
H  0.60  -0.59  -1.61
H  0.15  -2.62  -1.77
H  -0.69  -2.72  -3.32
H  0.59  -3.89  -2.94

Summary:
E_LUMO in eV: 3.08
Net charge: -1
Max |F| in eV Å⁻¹: 0.72

Q: What is the formula in the second record?
A: C37H24BrCaF7N9S2

Q: Look up the net charge of the first one.
A: -1

Copy entry 1 word for word.
# C21H11Cl4O4

2 unconnected molecules or ions with the total composition C21H11Cl4O4 at a distorted geometry (ωB97M-V/def2-TZVPD, OMol25).

Cartesian coordinates (Å):
Cl  -4.71  -5.33  2.82
C  -4.54  -3.63  2.88
C  -3.28  -3.06  3.05
Cl  -1.89  -4.01  3.22
C  -3.07  -1.61  3.14
O  -2.00  -1.11  3.46
C  -4.31  -0.73  2.86
O  -4.20  0.49  2.82
C  -5.59  -1.42  2.69
Cl  -6.93  -0.42  2.42
C  -5.71  -2.80  2.74
Cl  -7.24  -3.54  2.62
C  3.09  3.14  3.11
C  3.52  3.12  1.78
C  2.85  2.31  0.85
C  1.74  1.53  1.23
C  0.96  0.61  0.30
C  1.38  0.59  -1.06
C  0.75  -0.21  -2.05
C  1.33  -0.12  -3.46
C  2.43  0.67  -3.82
C  2.90  0.68  -5.14
C  2.27  -0.10  -6.12
C  1.16  -0.89  -5.76
C  0.70  -0.89  -4.44
O  -0.23  -0.95  -1.83
O  0.03  -0.07  0.74
C  1.32  1.57  2.57
C  1.98  2.37  3.51
H  3.60  3.77  3.84
H  4.37  3.71  1.45
H  3.20  2.30  -0.18
H  2.21  1.21  -1.35
H  2.94  1.29  -3.08
H  3.76  1.31  -5.40
H  2.63  -0.10  -7.14
H  0.65  -1.51  -6.49
H  -0.15  -1.51  -4.16
H  0.46  0.96  2.87
H  1.62  2.37  4.53

Summary:
Energy above the lowest of the compared OMol25 structures with the same formula, charge and spin in eV: 0.015
E_LUMO in eV: -0.44
Net charge: -1
Max |F| in eV Å⁻¹: 2.45